Computed, not measured: a 7-piece molecular cluster, C54H60BBrN2O27PS overall, with wB97M-V/def2-TZVPD.

Max |F| in eV Å⁻¹: 4.0
Net charge: +1
HOMO level in eV: -10.671

```
147
Properties=species:S:1:pos:R:3:forces:R:3
C -3.875664 0.361993 -0.885243 0.007 0.406 -0.514
C -4.141598 -0.446442 -2.277561 0.062 1.165 1.055
C -3.346808 0.348361 -3.412452 -0.598 -0.108 -0.908
C -3.260844 -0.392773 -4.827231 -0.045 -0.622 -0.159
C -2.723919 -1.909188 -4.734234 -0.686 0.602 0.783
C -1.237806 -2.003626 -4.070773 -1.380 -0.225 -0.833
C -1.393852 -2.895490 -2.753587 0.634 -0.050 -0.688
C -0.055810 -3.604597 -2.246251 2.875 1.099 0.397
P 0.211393 -5.231424 -3.253273 -0.563 -2.054 0.811
O 1.479524 -6.091912 -2.437725 -0.789 1.538 -1.630
Br 1.065633 -4.780407 -5.298580 0.247 0.453 0.705
C 1.359969 -2.880998 -2.483822 -0.267 1.111 1.087
N 1.878687 -2.401121 -1.366971 -0.428 -2.576 0.202
S 3.373243 -1.584173 -1.032259 0.913 0.124 -0.473
C 1.009167 -2.596397 -0.159912 -1.447 0.288 -0.117
B 0.313081 -1.114033 -0.000987 -1.011 1.031 1.427
C 0.048934 -0.055917 -1.197619 -0.048 0.259 0.184
O -0.120661 -0.716261 1.330793 -0.478 -1.563 -2.270
C 0.063229 -3.827034 -0.641660 0.703 -0.664 0.421
C -1.260317 -4.108270 0.208947 -0.149 1.034 0.553
C -1.338758 -5.556303 0.902378 1.144 0.080 0.470
N -2.579636 -6.325616 0.650415 -0.565 2.264 0.482
C -2.846518 -6.579860 -0.783960 0.321 -1.614 -1.931
C -1.712322 -7.502129 -1.492940 -0.663 0.687 -0.274
C -3.736342 -5.828386 1.378410 -3.334 -1.929 -0.364
C -3.761832 -4.618852 2.407460 0.301 0.230 0.086
O -4.829255 -6.441756 1.223593 3.418 2.058 0.275
H -3.276256 -0.244216 -0.130776 -0.977 0.683 -0.794
H -3.249811 1.292409 -1.118380 -0.837 -1.260 0.367
H -4.860404 0.755000 -0.445669 1.555 -0.845 -0.400
H -5.280587 -0.396123 -2.421821 1.799 -0.298 -0.256
H -3.833122 -1.533938 -2.159829 -0.425 1.407 -0.269
H -2.299017 0.655768 -3.088391 -1.322 -0.517 -0.143
H -3.924798 1.325221 -3.589296 0.946 -1.295 0.319
H -2.561657 0.156603 -5.541346 -1.013 -0.429 0.958
H -4.313412 -0.407804 -5.288838 1.580 -0.003 0.566
H -3.477912 -2.457642 -4.056959 1.208 0.642 -1.033
H -2.788982 -2.422588 -5.745243 0.299 0.741 1.205
H -0.569269 -2.445217 -4.875090 -0.602 0.346 1.289
H -0.876768 -0.945704 -3.867986 -0.311 -1.405 0.009
H -2.139829 -3.743584 -2.979750 1.082 1.228 0.448
H -1.821879 -2.230965 -1.935018 0.589 -1.055 -0.906
H 1.964501 -6.594832 -3.135195 -0.352 0.352 0.731
H 1.951619 -2.755648 -3.444992 -1.008 -0.189 1.186
H 4.098292 -2.523303 -0.280062 -1.201 0.336 -0.715
H 1.545510 -2.852705 0.814142 -0.215 0.179 -1.640
H -0.959115 -0.280510 -1.705499 1.471 0.265 0.655
H -0.070779 0.981507 -0.721153 0.291 -1.458 -0.799
H 0.871970 -0.045351 -1.987220 -1.218 0.146 0.857
H -1.074834 -0.977764 1.360717 0.850 0.606 0.424
H 0.765814 -4.713104 -0.421108 -1.054 1.057 -0.700
H -1.250189 -3.343473 1.072368 -0.011 -1.078 -1.291
H -2.235240 -3.892974 -0.354908 1.523 -0.333 0.581
H -0.422086 -6.181484 0.595412 -1.482 0.866 0.319
H -1.213822 -5.407854 2.036306 -0.361 -0.331 -1.724
H -3.826850 -7.145534 -0.976175 1.389 1.041 0.906
H -2.912166 -5.638334 -1.434829 0.092 -0.836 1.131
H -0.657274 -7.120696 -1.318871 -1.276 -0.581 -0.069
H -1.795332 -8.594610 -1.192266 0.131 1.465 -0.310
H -1.910016 -7.379010 -2.620271 0.325 -0.475 1.669
H -3.528936 -5.019267 3.444683 -0.226 0.462 -1.254
H -4.807440 -4.145487 2.449225 1.507 -1.147 -0.281
H -3.042410 -3.771422 2.179416 -0.704 -1.185 0.250
C 4.635639 1.585249 1.220661 0.408 -0.204 -0.457
C 4.444483 2.640809 2.015103 -1.164 -0.612 0.849
C 5.277897 3.871094 1.886247 0.563 0.608 -0.142
O 5.062770 4.821803 2.614978 -0.241 -0.371 -0.026
C 6.339034 3.879162 0.874289 -0.205 0.140 0.245
C 6.531023 2.821490 0.083188 0.983 0.503 -0.649
C 5.679541 1.603167 0.194327 -0.664 -0.366 0.464
O 5.871931 0.660214 -0.560053 0.102 0.080 -0.128
O 7.511890 2.812531 -0.857952 -1.009 -0.549 0.593
O 3.482674 2.637679 2.971869 1.221 0.505 -1.068
H 4.036565 0.688488 1.302721 -0.007 0.059 0.050
H 6.948264 4.770103 0.802247 -0.011 -0.029 -0.008
H 7.444687 1.942618 -1.295691 0.099 0.129 -0.011
H 3.543813 3.510741 3.408573 -0.212 -0.161 0.246
C -1.166730 4.800568 5.639225 -0.112 0.197 0.219
C -0.147326 4.160036 5.063956 -0.748 -0.581 -0.842
C 1.251554 4.329081 5.551046 0.571 0.396 0.556
O 2.153986 3.711356 5.010386 -0.383 0.035 -0.125
C 1.484826 5.245349 6.669518 0.172 -0.361 -0.370
C 0.465623 5.889519 7.243724 0.758 0.726 0.982
C -0.936939 5.699624 6.774398 -0.695 -0.151 -0.329
O -1.843176 6.289540 7.333866 0.388 0.043 0.075
O 0.665094 6.743586 8.278870 -0.764 -0.705 -0.936
O -0.341808 3.324158 4.008505 0.746 0.541 0.805
H -2.186424 4.684937 5.296911 0.032 -0.002 0.015
H 2.506429 5.372256 7.001400 -0.035 0.004 0.001
H -0.222003 7.077727 8.515164 0.122 0.036 0.051
H 0.545435 2.986254 3.777559 -0.113 -0.023 -0.018
C -4.630858 8.481218 7.525179 0.228 0.282 -0.126
C -5.714764 7.992379 8.131337 0.197 -1.172 -0.431
C -6.601067 8.860490 8.958600 -0.347 0.571 0.416
O -7.592312 8.382936 9.481365 0.258 -0.244 -0.226
C -6.232269 10.271120 9.112562 -0.225 -0.302 0.061
C -5.146176 10.758960 8.508981 -0.169 1.214 0.476
C -4.275543 9.896717 7.659647 0.333 -0.579 -0.381
O -3.301982 10.381472 7.109307 -0.224 0.218 0.243
O -4.789278 12.063038 8.643634 0.165 -1.176 -0.460
O -6.057036 6.681831 8.019014 -0.190 1.145 0.409
H -3.980993 7.862458 6.920757 -0.004 -0.003 0.057
H -6.873355 10.886272 9.729415 0.018 -0.012 -0.025
H -3.975691 12.165518 8.113262 -0.086 0.060 0.063
H -6.874159 6.581509 8.544547 0.072 -0.033 -0.065
C 2.874541 4.644583 -4.649830 0.078 -0.482 0.109
C 2.760216 5.894160 -4.192166 -0.262 0.615 -1.240
C 2.922475 6.209287 -2.743430 0.082 0.149 0.707
O 2.830156 7.361484 -2.364594 -0.052 -0.183 -0.376
C 3.185861 5.097144 -1.823382 -0.022 0.207 0.007
C 3.296398 3.849625 -2.282031 0.169 -0.288 1.035
C 3.161287 3.538726 -3.733081 -0.110 0.112 -0.837
O 3.286883 2.386455 -4.114782 -0.018 -0.013 0.462
O 3.538178 2.805177 -1.443008 -0.205 0.344 -1.028
O 2.492449 6.929331 -5.027426 0.256 -0.594 1.232
H 2.761278 4.402745 -5.698099 0.020 0.022 0.031
H 3.284120 5.335789 -0.772583 0.008 0.013 -0.021
H 3.575624 2.015419 -2.017092 0.069 0.080 0.040
H 2.461359 7.722282 -4.457570 -0.003 -0.005 -0.138
C 4.753899 -2.110104 4.957057 -0.010 -0.044 0.216
C 4.482663 -2.339400 3.671465 0.482 0.913 -0.288
C 3.761648 -3.570501 3.235364 -0.288 -0.702 0.336
O 3.512438 -3.739125 2.048332 0.098 0.407 -0.152
C 3.380171 -4.542807 4.260747 -0.008 0.209 -0.672
C 3.654328 -4.316063 5.548494 -0.580 -1.285 0.630
C 4.350665 -3.072636 5.987498 0.417 0.700 0.241
O 4.567352 -2.891438 7.170022 -0.207 -0.354 -0.237
O 3.309772 -5.207850 6.508870 0.553 1.242 -0.571
O 4.852467 -1.456998 2.703428 -0.506 -0.931 0.304
H 5.273981 -1.220319 5.286106 -0.025 -0.021 -0.015
H 2.873783 -5.439398 3.929438 0.024 0.011 0.033
H 3.614203 -4.814917 7.350475 -0.062 -0.120 -0.002
H 4.543041 -1.847558 1.866311 0.077 0.082 0.126
C -0.681657 -6.614708 -10.379498 -0.129 0.014 -0.246
C -0.110788 -5.990761 -9.347496 0.150 -0.998 0.562
C 0.087754 -4.511515 -9.345246 -0.005 0.741 -0.308
O 0.596866 -3.969495 -8.375665 -0.041 -0.430 0.042
C -0.339297 -3.759806 -10.527877 0.205 -0.026 0.507
C -0.907532 -4.384630 -11.562303 -0.193 1.161 -0.830
C -1.130686 -5.858651 -11.552806 -0.081 -0.806 0.044
O -1.668182 -6.391031 -12.505854 0.100 0.426 0.061
O -1.305818 -3.702432 -12.665270 0.173 -1.122 0.790
O 0.312872 -6.679039 -8.253678 -0.165 0.978 -0.604
H -0.833214 -7.685773 -10.392455 0.003 0.035 0.004
H -0.173907 -2.690919 -10.521598 -0.009 -0.031 -0.014
H -1.684230 -4.375060 -13.264538 0.011 0.125 -0.014
H 0.684885 -6.007085 -7.653177 -0.045 -0.137 -0.047
```
Positions in Å, forces in eV/Å.

=====

Computed, not measured: C5H4N2O in the gas phase, with wB97M-V/def2-TZVPD.

ΔE to the lowest compared entry with this formula, charge and spin in kcal per mole: 20.1
Max |F| in eV Å⁻¹: 2.8
HOMO level in eV: -8.402
SMILES string: c1cn2cncc2o1

```
12
Properties=species:S:1:pos:R:3:forces:R:3
C 1.910051 -0.161052 -0.021868 2.750 -0.599 0.263
C 1.207866 0.966044 -0.047863 -0.682 0.474 0.448
C -1.420705 0.911887 -0.039925 -1.184 -0.398 0.722
C -1.408495 -1.257891 -0.045403 -0.977 -1.261 0.579
C -0.120633 -0.864546 -0.021256 0.407 1.234 0.370
H 3.002716 -0.340519 0.098683 -1.170 0.371 -0.385
H 1.502991 2.021076 -0.007513 -0.133 -0.811 -0.069
H -1.719360 1.953742 0.003887 0.007 -0.299 -0.069
H -1.760658 -2.289964 0.055514 -0.068 0.685 -0.289
N -0.129999 0.520360 0.038240 0.573 -0.377 -0.978
N -2.235507 -0.145885 0.004085 1.222 0.567 -0.593
O 1.171733 -1.313256 -0.016579 -0.746 0.414 0.000
```
Positions in Å, forces in eV/Å.

=====

E_tot across the listed records, respectively: -206064.7820; -10275.8907 eV.